{
  "formula": "C43H35IrN4OP2S2",
  "method": "ωB97M-V with the def2-TZVPD basis set",
  "species": ["Ir", "O", "S", "C", "C", "C", "C", "C", "C", "P", "C", "C", "C", "C", "C", "C", "C", "C", "C", "C", "C", "C", "C", "C", "C", "C", "C", "C", "P", "C", "C", "C", "C", "C", "C", "C", "C", "C", "C", "C", "C", "H", "H", "H", "H", "H", "H", "H", "H", "H", "H", "H", "H", "H", "H", "H", "H", "H", "H", "H", "H", "H", "H", "H", "H", "H", "H", "H", "H", "N", "C", "S", "N", "N", "C", "C", "C", "C", "C", "C", "N", "H", "H", "H", "H", "H", "H", "H"],
  "xyz": [[-0.50, -0.07, -1.31], [2.51, -0.41, -2.43], [1.89, -0.57, -1.10], [1.84, -2.29, -0.63], [2.75, -3.16, -1.21], [2.69, -4.50, -0.85], [1.77, -4.94, 0.09], [0.86, -4.05, 0.66], [0.87, -2.72, 0.28], [-0.21, -1.44, 0.95], [-0.06, -1.55, 2.74], [-1.17, -1.59, 3.58], [-0.99, -1.70, 4.95], [0.29, -1.74, 5.48], [1.40, -1.68, 4.65], [1.23, -1.58, 3.28], [-2.71, -2.45, -1.61], [-3.98, -2.08, -2.32], [-5.11, -2.71, -2.00], [-5.32, -3.77, -0.97], [-4.43, -4.34, -0.14], [-2.96, -3.97, -0.09], [2.91, 0.16, 0.16], [3.77, -0.68, 0.87], [4.68, -0.16, 1.78], [4.72, 1.21, 1.99], [3.86, 2.05, 1.31], [2.94, 1.56, 0.37], [2.26, 2.96, -0.60], [-0.14, 3.00, -2.77], [-1.36, 3.59, -3.08], [-1.54, 4.07, -4.37], [-0.52, 3.96, -5.31], [0.68, 3.34, -4.98], [0.88, 2.85, -3.70], [1.83, 4.16, 0.65], [1.96, 5.49, 0.27], [1.65, 6.50, 1.17], [1.22, 6.17, 2.45], [1.09, 4.83, 2.84], [1.40, 3.83, 1.94], [3.47, -2.80, -1.93], [3.39, -5.20, -1.29], [1.75, -5.98, 0.39], [0.15, -4.40, 1.41], [-2.18, -1.56, 3.18], [-1.85, -1.75, 5.60], [0.43, -1.83, 6.55], [2.40, -1.72, 5.07], [2.10, -1.54, 2.63], [-3.96, -1.33, -3.10], [-6.00, -2.43, -2.55], [-6.34, -4.13, -0.91], [-4.78, -5.11, 0.53], [-2.39, -4.55, 0.64], [3.75, -1.74, 0.71], [5.35, -0.82, 2.31], [5.43, 1.63, 2.69], [3.92, 3.11, 1.50], [-2.17, 3.67, -2.37], [-2.48, 4.55, -4.64], [-0.67, 4.34, -6.31], [1.46, 3.23, -5.72], [1.81, 2.35, -3.45], [2.32, 5.75, -0.73], [1.77, 7.54, 0.89], [0.99, 6.96, 3.15], [0.76, 4.59, 3.84], [1.32, 2.79, 2.25], [-1.32, 4.26, -0.02], [-1.23, 2.93, -0.10], [0.14, 2.26, -1.17], [-2.01, 2.11, 0.49], [-1.71, 0.80, 0.32], [-2.49, -0.14, 0.76], [-1.99, -1.49, 0.63], [-2.92, -2.42, -0.03], [-2.47, -3.98, -1.59], [-1.09, -4.11, -2.09], [-0.62, -2.84, -2.41], [-1.44, -1.86, -2.05], [-0.74, 4.87, -0.57], [-2.04, 4.66, 0.57], [-3.48, 0.08, 1.16], [-3.91, -2.03, 0.18], [-3.13, -4.59, -2.20], [-0.58, -5.04, -2.31], [0.34, -2.62, -2.86]],
  "spin_multiplicity": 6,
  "s2": 8.812,
  "total_energy_ha": -3536.05259,
  "charge": 3,
  "e_above_lowest_kcal_mol": 1.7,
  "gap_ev": [6.46, 5.89]
}

=====

{
  "formula": "C24H24NO2",
  "method": "ωB97M-V with the def2-TZVPD basis set",
  "species": ["C", "C", "O", "C", "O", "C", "C", "C", "C", "C", "C", "C", "C", "C", "C", "C", "C", "C", "C", "C", "C", "N", "C", "C", "C", "C", "C", "H", "H", "H", "H", "H", "H", "H", "H", "H", "H", "H", "H", "H", "H", "H", "H", "H", "H", "H", "H", "H", "H", "H", "H"],
  "xyz": [[3.40, 2.58, -0.63], [2.89, 1.30, -1.23], [2.25, 0.56, -0.14], [1.77, -0.63, -0.50], [2.18, -1.11, -1.54], [0.64, -1.13, 0.41], [-0.86, -0.49, -0.03], [-0.81, 1.01, -0.08], [-0.43, 1.69, -1.18], [-0.35, 3.14, -1.34], [0.14, 3.70, -2.55], [0.27, 5.07, -2.72], [-0.11, 5.93, -1.67], [-0.68, 5.41, -0.49], [-0.81, 4.03, -0.34], [-1.88, -1.15, 0.90], [-2.21, -2.48, 0.65], [-2.88, -3.24, 1.62], [-3.38, -2.60, 2.76], [-3.09, -1.26, 3.00], [-2.30, -0.54, 2.09], [0.90, -2.63, 0.50], [0.88, -3.34, -0.66], [0.56, -4.69, -0.65], [0.39, -5.34, 0.56], [0.51, -4.62, 1.74], [0.82, -3.26, 1.72], [3.40, 3.39, -1.35], [2.81, 2.85, 0.25], [4.42, 2.41, -0.33], [2.12, 1.39, -2.00], [3.67, 0.63, -1.64], [0.73, -0.72, 1.43], [-0.90, -0.90, -1.03], [-1.05, 1.55, 0.85], [-0.26, 1.11, -2.09], [0.49, 3.03, -3.34], [0.71, 5.48, -3.63], [-0.01, 7.00, -1.80], [-0.97, 6.09, 0.31], [-1.22, 3.63, 0.59], [-1.96, -2.95, -0.30], [-3.01, -4.32, 1.48], [-3.92, -3.18, 3.49], [-3.46, -0.76, 3.91], [-2.04, 0.50, 2.31], [1.03, -2.77, -1.56], [0.39, -5.16, -1.60], [0.13, -6.39, 0.55], [0.25, -5.10, 2.68], [0.81, -2.71, 2.64]],
  "spin_multiplicity": 1,
  "smiles": "CCOC(=O)[C@@H]([C@H](/C=C/c1ccccc1)c1ccccc1)[n+]1ccccc1",
  "total_energy_ha": -1133.91312,
  "charge": 1,
  "e_above_lowest_kcal_mol": 9.0,
  "gap_ev": 6.80
}

=====

{
  "formula": "C4H11NOS2",
  "method": "ωB97M-V with the def2-TZVPD basis set",
  "species": ["S", "S", "C", "C", "C", "O", "N", "C", "H", "H", "H", "H", "H", "H", "H", "H", "H", "H", "H"],
  "xyz": [[3.68, -0.06, 0.22], [2.37, -0.51, -1.31], [0.86, -0.94, -0.30], [-0.45, -0.18, -0.64], [-0.43, 1.38, -0.46], [0.66, 1.89, -1.19], [-1.55, -0.92, 0.02], [-1.76, -0.49, 1.39], [4.17, -1.28, 0.46], [1.14, -0.73, 0.73], [0.63, -1.98, -0.48], [-0.49, -0.37, -1.73], [-1.31, 1.88, -0.89], [-0.43, 1.49, 0.63], [0.56, 2.85, -1.22], [-2.35, -1.03, -0.59], [-0.85, -0.02, 1.77], [-1.94, -1.29, 2.12], [-2.51, 0.31, 1.48]],
  "spin_multiplicity": 2,
  "s2": 0.752,
  "total_energy_ha": -1085.29816,
  "charge": -1,
  "e_above_lowest_kcal_mol": 26.4,
  "gap_ev": [2.35, 7.58]
}

=====

{
  "formula": "C5H11NO",
  "method": "ωB97M-V with the def2-TZVPD basis set",
  "species": ["O", "C", "C", "C", "C", "C", "N", "H", "H", "H", "H", "H", "H", "H", "H", "H", "H", "H"],
  "xyz": [[2.77, -0.13, 0.18], [1.50, -0.66, 0.58], [0.38, -0.06, -0.27], [-0.34, 1.10, 0.46], [-1.76, 1.11, -0.11], [-2.00, -0.41, -0.21], [-0.73, -0.93, -0.69], [2.89, -0.33, -0.75], [1.43, -0.30, 1.61], [1.48, -1.76, 0.60], [0.82, 0.32, -1.19], [0.24, 2.03, 0.42], [-0.44, 0.80, 1.50], [-2.43, 1.52, 0.64], [-1.75, 1.54, -1.10], [-2.27, -0.78, 0.78], [-2.81, -0.65, -0.90], [-0.56, -1.90, -0.47]],
  "spin_multiplicity": 1,
  "smiles": "OC[C@@H]1CCCN1",
  "total_energy_ha": -327.08137,
  "e_above_lowest_kcal_mol": 31.4,
  "gap_ev": 9.72
}

=====

Copy entry 2 word for word.
{
  "formula": "C24H24NO2",
  "method": "ωB97M-V with the def2-TZVPD basis set",
  "species": ["C", "C", "O", "C", "O", "C", "C", "C", "C", "C", "C", "C", "C", "C", "C", "C", "C", "C", "C", "C", "C", "N", "C", "C", "C", "C", "C", "H", "H", "H", "H", "H", "H", "H", "H", "H", "H", "H", "H", "H", "H", "H", "H", "H", "H", "H", "H", "H", "H", "H", "H"],
  "xyz": [[3.40, 2.58, -0.63], [2.89, 1.30, -1.23], [2.25, 0.56, -0.14], [1.77, -0.63, -0.50], [2.18, -1.11, -1.54], [0.64, -1.13, 0.41], [-0.86, -0.49, -0.03], [-0.81, 1.01, -0.08], [-0.43, 1.69, -1.18], [-0.35, 3.14, -1.34], [0.14, 3.70, -2.55], [0.27, 5.07, -2.72], [-0.11, 5.93, -1.67], [-0.68, 5.41, -0.49], [-0.81, 4.03, -0.34], [-1.88, -1.15, 0.90], [-2.21, -2.48, 0.65], [-2.88, -3.24, 1.62], [-3.38, -2.60, 2.76], [-3.09, -1.26, 3.00], [-2.30, -0.54, 2.09], [0.90, -2.63, 0.50], [0.88, -3.34, -0.66], [0.56, -4.69, -0.65], [0.39, -5.34, 0.56], [0.51, -4.62, 1.74], [0.82, -3.26, 1.72], [3.40, 3.39, -1.35], [2.81, 2.85, 0.25], [4.42, 2.41, -0.33], [2.12, 1.39, -2.00], [3.67, 0.63, -1.64], [0.73, -0.72, 1.43], [-0.90, -0.90, -1.03], [-1.05, 1.55, 0.85], [-0.26, 1.11, -2.09], [0.49, 3.03, -3.34], [0.71, 5.48, -3.63], [-0.01, 7.00, -1.80], [-0.97, 6.09, 0.31], [-1.22, 3.63, 0.59], [-1.96, -2.95, -0.30], [-3.01, -4.32, 1.48], [-3.92, -3.18, 3.49], [-3.46, -0.76, 3.91], [-2.04, 0.50, 2.31], [1.03, -2.77, -1.56], [0.39, -5.16, -1.60], [0.13, -6.39, 0.55], [0.25, -5.10, 2.68], [0.81, -2.71, 2.64]],
  "spin_multiplicity": 1,
  "smiles": "CCOC(=O)[C@@H]([C@H](/C=C/c1ccccc1)c1ccccc1)[n+]1ccccc1",
  "total_energy_ha": -1133.91312,
  "charge": 1,
  "e_above_lowest_kcal_mol": 9.0,
  "gap_ev": 6.80
}